1.
ORCA calculation (the ωB97M-V functional and the def2-TZVPD basis) on a 11-piece molecular cluster, C26H72N6O16P2S2 overall at a distorted geometry.

```
124
Properties=species:S:1:pos:R:3:mulliken_charge:R:1
N -3.72 -2.10 4.13 -0.34
H -4.10 -2.11 3.20 0.36
H -4.32 -1.59 4.76 0.40
H -2.81 -1.70 3.95 0.19
H -3.58 -3.10 4.23 0.41
N 2.08 -4.89 -0.76 -0.29
H 1.12 -4.91 -0.43 0.32
H 2.02 -5.08 -1.75 0.39
H 2.72 -5.46 -0.23 0.40
H 2.42 -3.94 -0.75 0.18
N 0.98 -1.81 -3.83 0.07
H 0.11 -1.30 -3.85 -0.35
H 0.80 -2.73 -4.21 0.47
H 1.27 -1.93 -2.87 0.35
H 1.73 -1.37 -4.34 0.43
N -2.73 -3.89 -1.19 -0.27
H -3.66 -3.59 -1.43 0.38
H -2.18 -3.11 -0.86 -0.02
H -2.20 -4.16 -2.01 0.35
H -2.61 -4.74 -0.65 0.38
N 3.60 -3.33 2.74 -0.07
H 2.99 -2.52 2.74 -0.06
H 4.42 -3.00 2.24 0.42
H 3.13 -4.11 2.31 0.33
H 3.69 -3.49 3.73 0.42
N 0.55 -1.72 5.75 -0.13
H -0.04 -2.54 5.85 0.43
H 1.18 -1.63 6.54 0.37
H -0.22 -1.08 5.84 0.26
H 0.93 -1.65 4.82 0.15
C 1.80 -1.22 0.89 -0.20
C 1.06 -0.98 1.95 0.75
C -0.45 -1.01 1.95 -0.21
O -1.20 -0.73 2.95 -0.68
C -1.11 -1.39 0.88 -0.32
C -0.46 -1.60 -0.39 0.09
C 1.14 -1.62 -0.38 -0.17
O 1.72 -1.79 -1.45 -1.09
O -1.04 -1.74 -1.50 -0.83
O 1.80 -1.02 3.01 -1.12
H 2.88 -1.30 0.85 1.15
H -2.18 -1.49 0.73 0.54
C 4.07 1.92 1.06 0.23
C 5.43 2.03 0.42 -1.11
C 6.49 0.99 1.04 -0.76
S 5.77 0.75 2.86 0.98
O 6.78 1.19 3.86 -0.62
O 5.29 -0.61 2.79 -0.59
C 4.31 1.82 2.58 -0.32
H 3.68 1.06 0.51 -0.30
H 3.51 2.79 0.73 0.32
H 5.79 3.04 0.58 0.41
H 5.46 1.97 -0.67 0.46
H 7.48 1.45 1.12 0.42
H 6.61 0.02 0.57 0.34
H 4.69 2.81 2.81 0.57
H 3.47 1.62 3.25 -0.10
C -0.59 3.23 -1.41 -0.93
C 0.94 2.82 -1.26 -0.26
C 1.10 1.55 -2.12 0.14
S 0.29 1.97 -3.65 0.91
O -0.30 0.82 -4.26 -0.48
O 1.21 2.87 -4.38 -0.63
C -1.09 2.88 -2.81 -0.68
H -0.64 4.32 -1.35 0.46
H -1.23 2.98 -0.56 0.31
H 1.17 2.70 -0.20 -0.13
H 1.57 3.67 -1.50 0.45
H 0.55 0.68 -1.76 -0.71
H 2.10 1.19 -2.37 0.71
H -1.84 2.10 -2.66 0.29
H -1.57 3.59 -3.48 0.49
C -1.38 0.73 -9.36 -1.41
C -2.60 0.17 -8.78 0.21
O -2.55 -1.24 -8.79 -0.28
P -3.70 -2.21 -8.15 0.88
O -3.40 -3.70 -8.06 -0.74
O -5.08 -1.85 -9.02 -0.29
C -6.29 -2.38 -8.53 -0.05
C -7.45 -1.42 -8.92 -1.25
O -4.11 -1.61 -6.63 -0.38
C -3.41 -2.24 -5.46 -0.57
C -2.10 -1.23 -5.32 0.27
H -0.35 0.46 -9.10 0.33
H -1.45 0.78 -10.45 0.38
H -1.51 1.80 -9.25 0.42
H -2.71 0.46 -7.74 0.15
H -3.39 0.62 -9.39 0.24
H -6.50 -3.31 -9.05 0.28
H -6.29 -2.56 -7.46 0.28
H -8.43 -1.74 -8.57 0.36
H -7.18 -0.45 -8.49 0.31
H -7.59 -1.14 -9.97 0.32
H -4.00 -2.45 -4.57 0.32
H -2.93 -3.19 -5.69 0.38
H -1.51 -1.42 -4.43 -0.72
H -1.34 -1.45 -6.07 0.44
H -2.39 -0.18 -5.35 0.36
C 3.62 2.87 6.56 -1.17
C 2.35 1.99 6.48 0.80
O 1.29 2.81 7.03 -0.26
P -0.25 2.23 6.85 0.82
O -0.26 0.80 6.89 -0.71
O -1.19 3.13 7.81 -0.25
C -0.77 3.24 9.14 -0.23
C -0.85 4.68 9.50 -1.14
O -0.72 2.99 5.48 -0.39
C -0.68 2.24 4.27 0.41
C -0.54 3.08 2.98 -1.22
H 3.99 2.54 7.52 0.37
H 4.23 2.69 5.67 0.24
H 3.46 3.94 6.73 0.36
H 2.06 1.58 5.51 -0.48
H 2.49 1.03 6.99 0.18
H -1.20 2.50 9.83 0.47
H 0.20 2.84 9.43 0.29
H -1.78 5.02 9.04 0.26
H -0.90 4.87 10.57 0.39
H 0.02 5.15 9.05 0.26
H 0.00 1.39 4.22 -0.19
H -1.53 1.57 4.39 0.25
H -1.26 3.89 2.95 0.45
H 0.47 3.42 2.75 0.34
H -0.66 2.52 2.05 0.17
```

Charge   +4
Largest force on an atom   8.25 eV Å⁻¹


2.
ORCA calculation (the ωB97M-V functional and the def2-TZVPD basis) on a 7-piece molecular cluster, C26H72N6O7 overall at a distorted geometry.

```
111
Properties=species:S:1:pos:R:3:mulliken_charge:R:1
C -5.39 6.72 -3.03 -1.32
C -3.98 7.36 -2.77 0.36
C -2.90 6.20 -2.53 -0.55
O -3.22 5.68 -1.27 -0.33
C -2.32 4.70 -0.69 -0.77
N -3.57 8.23 -3.82 -0.72
H -5.81 6.06 -2.26 0.32
H -5.43 6.09 -3.92 0.38
H -6.15 7.43 -3.34 0.36
H -3.89 7.88 -1.81 0.24
H -1.95 6.70 -2.38 0.29
H -3.04 5.38 -3.24 0.34
H -2.93 3.89 -0.29 0.16
H -1.83 5.07 0.21 0.28
H -1.62 4.24 -1.39 0.41
H -2.86 8.84 -3.43 0.28
H -4.27 8.91 -4.07 0.25
C 4.99 1.05 -0.35 -1.42
C 4.87 2.08 0.75 0.48
C 4.52 3.47 0.13 -0.68
O 5.57 3.96 -0.80 -0.37
C 6.69 4.57 -0.14 -0.70
N 3.92 1.50 1.72 -0.47
H 5.88 1.18 -0.96 0.33
H 4.10 1.11 -0.97 0.32
H 5.06 0.03 0.05 0.43
H 5.82 2.15 1.28 0.16
H 4.26 4.14 0.95 0.46
H 3.65 3.27 -0.50 0.25
H 6.33 5.24 0.64 0.30
H 7.44 5.02 -0.80 0.29
H 7.29 3.80 0.35 0.26
H 3.33 2.32 1.75 0.21
H 3.40 0.82 1.19 0.11
C -2.45 -5.33 -4.64 -1.29
C -2.82 -3.81 -4.54 0.52
C -1.80 -2.99 -3.72 -0.83
O -1.55 -3.66 -2.39 -0.07
C -2.48 -3.25 -1.34 -0.93
N -2.72 -3.29 -5.90 -0.76
H -2.42 -5.81 -3.66 0.27
H -1.39 -5.39 -4.89 0.26
H -3.07 -5.85 -5.37 0.40
H -3.85 -3.73 -4.19 0.31
H -2.23 -1.99 -3.65 0.27
H -0.82 -2.96 -4.21 0.34
H -2.83 -4.15 -0.84 0.30
H -3.39 -2.78 -1.72 0.42
H -2.14 -2.58 -0.55 0.24
H -1.80 -3.56 -6.22 0.29
H -3.30 -3.78 -6.58 0.28
C 2.19 -6.16 -3.58 -1.39
C 2.39 -5.90 -2.04 0.35
C 1.11 -5.38 -1.33 -0.20
O 1.38 -4.97 0.01 -0.39
C 0.35 -4.16 0.52 0.03
N 2.96 -7.01 -1.34 -0.74
H 1.37 -6.85 -3.80 0.31
H 3.16 -6.48 -3.98 0.37
H 1.94 -5.24 -4.10 0.35
H 3.08 -5.06 -1.98 0.27
H 0.38 -6.15 -1.10 0.23
H 0.70 -4.71 -2.09 -0.04
H -0.60 -4.70 0.59 0.37
H 0.16 -3.29 -0.10 -0.35
H 0.61 -3.83 1.52 0.23
H 3.08 -6.69 -0.39 0.35
H 2.26 -7.73 -1.30 0.27
C -2.26 1.05 5.09 -1.40
C -2.12 1.09 3.50 0.51
C -3.06 1.97 2.74 -0.40
O -4.41 1.56 2.72 -0.41
C -5.34 2.26 1.87 -0.74
N -0.77 1.44 3.29 -0.28
H -1.56 0.31 5.48 0.35
H -3.27 0.81 5.41 0.38
H -1.96 2.03 5.46 0.37
H -2.38 0.12 3.08 0.21
H -2.82 1.89 1.68 -0.06
H -2.88 3.03 2.93 0.37
H -5.18 1.90 0.86 0.29
H -5.25 3.35 1.84 0.31
H -6.38 2.08 2.16 0.26
H -0.12 0.70 3.50 0.44
H -0.48 2.23 3.86 0.23
C 3.13 -2.08 2.57 -1.47
C 2.08 -1.51 3.62 0.43
C 2.82 -1.11 4.96 -0.91
O 3.00 -2.28 5.74 -0.39
C 1.99 -2.59 6.68 -0.70
N 1.44 -0.33 3.12 -0.53
H 3.79 -1.31 2.17 0.46
H 2.59 -2.33 1.65 0.32
H 3.65 -3.00 2.83 0.40
H 1.25 -2.18 3.83 0.39
H 2.48 -0.24 5.51 0.46
H 3.80 -0.69 4.76 0.34
H 2.14 -3.56 7.16 0.25
H 1.04 -2.65 6.16 0.27
H 1.88 -1.80 7.43 0.31
H 1.01 -0.44 2.21 0.08
H 2.29 0.20 2.96 0.05
C -0.07 -0.26 -1.12 -0.65
C -0.38 0.88 -0.29 0.26
O 0.61 1.24 0.64 -0.41
H -0.84 -0.48 -1.85 0.23
H 0.21 -1.13 -0.53 -0.26
H 0.81 -0.14 -1.75 0.36
H -1.31 0.72 0.26 0.00
H -0.68 1.73 -0.89 0.05
H 0.11 1.66 1.34 0.21
```

Charge   0
SMILES string   COC[C@H](C)N.COC[C@H](C)N.COC[C@H](C)N.COC[C@H](C)N.COC[C@H](C)N.COC[C@H](C)N.CCO
Largest force on an atom   3.25 eV Å⁻¹
Relative energy (zero: lowest compared OMol25 entry of this formula, charge and spin)   4.297 eV


Record order is preserved below.
Frontier orbital gap: 4.4; 9.5 eV
Record order is preserved below.
HOMO: -15.97; -9.04 eV
Record order is preserved below.
E_LUMO: -11.530; 0.481 eV